[1]
Here is the molecule C34H44N2O6 from OMol25. Energies are from ωB97M-V with the def2-TZVPD basis set.

Each line ends with the Mulliken charge.
Positions of all 86 atoms, in Å:
C 1.153 2.776 -3.916  -1.673
C 0.202 2.036 -2.970  -0.180
N 0.161 0.586 -3.111  1.426
C 1.421 -0.085 -2.817  -0.946
C 2.061 0.338 -1.502  -1.463
C -0.391 0.161 -4.386  -1.220
C -0.954 -1.266 -4.370  -0.553
C -2.132 -1.452 -3.406  -1.179
N -1.763 -1.218 -2.025  0.479
C -1.876 0.038 -1.552  -0.622
C -1.492 0.416 -0.297  -0.572
C -1.710 1.797 0.110  0.221
O -2.200 2.644 -0.611  -0.740
C -1.362 2.112 1.562  1.839
C -2.643 2.013 2.397  -2.060
O -0.901 3.463 1.646  -0.484
C 0.214 3.676 0.953  -0.017
O 0.710 2.841 0.233  -0.661
C 0.774 5.051 1.224  0.291
C 1.458 5.011 2.616  -0.558
C 2.899 5.467 2.374  -0.759
C 3.171 5.050 0.933  -0.500
C 1.873 5.421 0.221  -0.750
C -0.303 1.200 2.214  0.318
O 0.393 1.665 3.101  -0.791
C -0.272 -0.169 1.769  0.618
C 0.448 -1.132 2.623  0.230
C -0.216 -2.237 3.149  -0.044
C 0.438 -3.112 3.996  -0.828
C 1.766 -2.899 4.325  -0.580
C 2.433 -1.801 3.808  -0.881
C 1.779 -0.920 2.966  -0.254
C -0.821 -0.525 0.560  0.797
C -0.684 -1.836 -0.007  -1.435
C -1.135 -2.165 -1.242  0.575
C -1.026 -3.580 -1.728  -1.592
C -2.288 -4.397 -1.402  -0.852
C -2.492 -4.588 0.099  -0.473
C -1.430 -5.474 0.713  0.672
O -0.546 -6.027 0.113  -0.611
O -1.608 -5.581 2.033  -0.312
C -0.676 -6.399 2.729  -0.740
H 1.089 3.843 -3.721  0.491
H 2.182 2.463 -3.762  0.273
H 0.888 2.602 -4.958  0.359
H 0.467 2.257 -1.937  -0.267
H -0.813 2.409 -3.127  0.485
H 2.146 0.056 -3.640  0.538
H 1.208 -1.157 -2.755  0.347
H 2.864 -0.355 -1.259  0.524
H 2.479 1.338 -1.559  0.252
H 1.334 0.324 -0.698  0.339
H 0.361 0.208 -5.194  0.370
H -1.199 0.849 -4.647  0.425
H -0.160 -1.971 -4.128  0.252
H -1.307 -1.499 -5.377  0.498
H -2.543 -2.457 -3.515  0.372
H -2.918 -0.738 -3.664  0.561
H -2.369 0.763 -2.179  0.619
H -3.389 2.693 1.992  0.468
H -3.022 0.994 2.373  0.295
H -2.418 2.294 3.423  0.472
H -0.057 5.757 1.211  0.580
H 0.939 5.645 3.332  0.338
H 1.445 3.991 3.004  0.065
H 3.595 5.018 3.081  0.384
H 2.970 6.553 2.462  0.299
H 4.042 5.546 0.504  0.490
H 3.317 3.971 0.881  0.129
H 1.746 4.880 -0.716  0.100
H 1.847 6.492 0.016  0.370
H -1.259 -2.399 2.909  0.388
H -0.096 -3.955 4.412  0.573
H 2.277 -3.582 4.988  0.399
H 3.468 -1.628 4.066  0.408
H 2.295 -0.060 2.568  0.485
H -0.169 -2.584 0.575  0.867
H -0.846 -3.624 -2.801  0.369
H -0.180 -4.060 -1.235  0.649
H -2.187 -5.378 -1.868  0.477
H -3.173 -3.908 -1.816  0.413
H -2.481 -3.630 0.621  0.091
H -3.460 -5.055 0.294  0.429
H -0.606 -7.380 2.254  0.329
H 0.311 -5.932 2.724  0.323
H -1.051 -6.491 3.745  0.231

Forces on atoms 1 to 6 (eV/Å):
C -0.2160 -0.2176 0.1597
C 0.1460 0.1940 -0.0348
N 0.1228 -0.0173 -0.2547
C 0.0557 -0.1073 0.0727
C -0.1075 -0.0801 -0.2333
C 0.0911 -0.2279 -0.0583

Gap between HOMO and LUMO: 7.53 eV
Highest occupied orbital energy: -7.31 eV
SMILES: CCN(CC)CCCN1C=C2C(=O)[C@](C)(OC(=O)C3CCCC3)C(=O)C(c3ccccc3)=C2C=C1CCCC(=O)OC
LUMO level: 0.2 eV

[2]
Here is a structure of composition C34H44N4OPd from OMol25. Energies are from ωB97M-V with the def2-TZVPD basis set.

Each line ends with the Mulliken spin population.
Positions of all 84 atoms, in Å:
Pd -0.345 -0.538 0.987  0.568
N -1.337 3.732 1.712  -0.034
N -2.974 0.208 -0.277  0.012
C 0.557 -2.039 2.109  0.200
C -0.524 -1.473 2.859  0.024
C -0.250 -0.084 3.038  0.039
C -1.040 0.962 3.753  0.001
H -1.988 0.556 4.112  -0.009
H -1.209 1.842 3.108  0.035
H -0.479 1.359 4.618  -0.003
C 0.975 0.219 2.381  0.100
C 1.607 1.568 2.354  0.061
H 2.042 1.813 3.331  -0.006
H 0.875 2.349 2.120  -0.004
H 2.406 1.614 1.612  -0.001
C 1.490 -0.992 1.820  0.093
C 2.828 -1.122 1.179  -0.009
H 3.089 -0.208 0.636  0.002
H 2.868 -1.957 0.473  -0.002
H 3.599 -1.291 1.947  0.000
C -1.764 -2.179 3.294  -0.023
H -1.642 -2.675 4.268  0.013
H -2.038 -2.945 2.561  0.001
H -2.586 -1.460 3.379  0.005
C 0.717 -3.462 1.684  -0.020
H 1.403 -3.535 0.832  0.002
H -0.245 -3.879 1.372  0.004
H 1.115 -4.092 2.492  -0.002
C -0.909 4.936 1.344  0.016
H -0.410 5.507 2.117  0.006
C -1.104 5.460 0.053  0.007
H -0.702 6.452 -0.154  0.000
C -1.744 4.659 -0.908  0.007
H -1.806 5.008 -1.933  0.012
C -2.370 3.481 -0.512  0.051
H -2.825 2.799 -1.199  0.043
C -2.457 3.258 0.924  0.305
C -3.635 2.575 1.510  0.525
H -2.904 1.544 2.151  0.082
C -2.087 -0.697 -0.218  -0.132
C -3.944 -0.212 -1.124  -0.028
H -4.826 0.380 -1.333  -0.003
C -3.541 -1.465 -1.649  0.027
H -4.028 -2.112 -2.341  0.001
N -2.312 -1.758 -1.106  -0.008
C -1.590 -2.994 -1.199  0.031
C -2.249 -4.104 -0.693  -0.008
C -1.642 -5.335 -0.923  0.001
H -2.114 -6.245 -0.545  0.000
C -0.439 -5.418 -1.633  0.000
C 0.154 -6.773 -1.966  0.000
H 1.256 -6.715 -1.971  0.000
H -0.175 -7.119 -2.964  0.000
H -0.171 -7.518 -1.222  0.000
C 0.191 -4.252 -2.091  0.004
H 1.147 -4.328 -2.620  0.001
C -0.395 -3.000 -1.908  -0.039
C 0.199 -1.774 -2.496  0.021
H -0.516 -1.208 -3.098  0.002
H 1.043 -2.041 -3.145  -0.001
H 0.588 -1.091 -1.736  0.020
C -3.523 -3.989 0.061  -0.002
H -4.332 -3.536 -0.523  0.001
H -3.411 -3.392 0.974  0.000
H -3.858 -4.991 0.360  0.000
O 1.430 0.747 -0.977  -0.001
C 1.901 1.824 -1.401  -0.021
C 1.439 3.168 -0.871  -0.010
C 2.540 4.013 -0.232  0.003
C 3.429 4.769 -1.222  0.000
C 4.251 3.861 -2.133  0.000
C 3.367 3.011 -3.043  0.001
N 2.860 1.821 -2.359  0.002
H 0.941 3.713 -1.691  0.002
H 0.666 2.942 -0.127  0.035
H 2.055 4.746 0.432  0.001
H 3.160 3.373 0.417  0.001
H 2.805 5.431 -1.840  -0.001
H 4.113 5.402 -0.644  0.000
H 4.904 4.477 -2.763  0.000
H 4.903 3.213 -1.532  0.000
H 2.511 3.619 -3.385  0.000
H 3.932 2.690 -3.929  0.000
H 3.086 0.901 -2.739  -0.001

Forces on atoms 1 to 6 (eV/Å):
Pd -3.7839 1.2004 -6.3961
N -2.6903 0.2242 -0.3857
N -2.1897 1.5661 -0.0212
C 1.5465 -1.1991 0.5625
C -0.0351 -0.0264 1.0330
C 0.2815 0.8005 1.9634

Gap between HOMO and LUMO (alpha / beta): 3.63 / 3.59 eV
Multiplicity: 3
Highest occupied orbital energy (alpha / beta): 0.59 / 0.63 eV
LUMO level (alpha / beta): 4.2 / 4.2 eV
Charge: -2
⟨S²⟩: 2.013

Number 1: DFT total energy -51238.804 eV, maximum force 0.77 eV/A. Number 2: DFT total energy -47452.472 eV, maximum force 7.53 eV/A.